# 1
57
Properties=species:S:1:pos:R:3:nbo_charge:R:1 method="wB97M-V/def2-TZVPD" orbital_gap_ev=4.61 de_lowest_ev=0.906 total_charge=+1
C -0.856 1.353 5.652 -0.593
C -0.142 1.960 4.450 -0.395
C -0.338 1.055 3.264 -0.413
C 0.239 1.591 1.967 -0.234
N -0.716 2.414 1.204 -0.471
C -0.042 3.283 0.154 -0.205
C -0.118 2.859 -1.284 -0.429
C 0.557 1.523 -1.521 -0.410
C 1.983 1.573 -2.012 -0.704
S 3.000 0.198 -1.433 2.286
O 3.999 0.843 -0.687 -0.909
O 2.192 -0.721 -0.656 -1.022
N 3.686 -0.571 -2.684 -1.105
S 2.642 -1.306 -3.496 2.272
O 3.253 -1.966 -4.566 -0.893
O 1.496 -0.442 -4.024 -1.070
C 1.828 -2.653 -2.523 -0.809
C 2.678 -3.908 -2.250 -0.211
C 2.262 -4.491 -0.908 -0.613
Cl 4.399 -3.591 -2.177 0.044
C -1.835 1.724 0.806 -0.098
S -3.209 2.460 0.386 0.034
S -1.866 -0.091 0.812 0.236
C -2.646 -0.478 -0.762 -0.528
C -4.102 -0.980 -0.705 -0.413
C -4.529 -1.513 0.640 -0.609
H -0.577 0.310 5.713 0.198
H -0.584 1.850 6.566 0.220
H -1.919 1.385 5.482 0.202
H 0.903 2.041 4.702 0.204
H -0.564 2.938 4.271 0.204
H -1.377 0.765 3.161 0.204
H 0.189 0.135 3.469 0.216
H 0.686 0.774 1.405 0.197
H 1.054 2.240 2.237 0.221
H 0.975 3.438 0.461 0.221
H -0.509 4.255 0.212 0.238
H -1.115 2.863 -1.683 0.234
H 0.416 3.593 -1.872 0.238
H -0.046 1.040 -2.314 0.113
H 0.460 0.915 -0.642 0.246
H 1.981 1.689 -3.082 0.272
H 2.462 2.450 -1.619 0.278
H 0.994 -3.002 -3.148 0.223
H 1.393 -2.324 -1.549 0.234
H 2.433 -4.649 -2.983 0.234
H 3.013 -5.181 -0.583 0.255
H 1.328 -5.018 -1.043 0.209
H 2.115 -3.716 -0.171 0.215
H -2.600 0.396 -1.391 0.249
H -2.047 -1.340 -1.225 0.120
H -4.215 -1.780 -1.420 0.208
H -4.741 -0.156 -0.979 0.235
H -5.489 -1.983 0.521 0.232
H -4.595 -0.719 1.362 0.226
H -3.859 -2.283 0.992 0.204
Cd 0.019 -1.051 -2.497 1.712

=====

# 2
54
Properties=species:S:1:pos:R:3:nbo_charge:R:1 method="wB97M-V/def2-TZVPD" orbital_gap_ev=10.20 de_lowest_ev=1.023 total_charge=0 smiles=C1CCOC1.C1CCOC1.C1CCOC1.ClCCl.ClCCl.ClCCl
C 0.014 -2.145 4.900 -0.430
C -0.122 -0.636 5.243 -0.434
C -1.109 -0.205 4.255 -0.071
O -0.871 -0.951 3.058 -0.552
C -0.338 -2.193 3.386 -0.082
H -0.722 -2.707 5.445 0.200
H 0.959 -2.571 5.229 0.222
H 0.806 -0.088 5.107 0.207
H -0.459 -0.474 6.290 0.221
H -0.928 0.839 3.935 0.194
H -2.114 -0.377 4.590 0.171
H 0.607 -2.426 2.870 0.189
H -1.030 -3.037 3.147 0.162
C 0.743 0.834 -5.104 -0.433
C -0.382 0.235 -5.986 -0.431
C -1.030 -0.734 -5.041 -0.073
O 0.096 -1.310 -4.344 -0.539
C 1.010 -0.249 -4.003 -0.070
H 0.341 1.721 -4.605 0.199
H 1.599 1.179 -5.609 0.215
H 0.037 -0.283 -6.845 0.210
H -1.101 1.023 -6.263 0.213
H -1.538 -1.586 -5.520 0.200
H -1.746 -0.215 -4.309 0.162
H 2.015 -0.689 -3.921 0.194
H 0.756 0.188 -3.009 0.154
C -1.222 2.014 -1.397 -0.456
C 0.055 2.941 -1.450 -0.433
C -0.219 3.799 -0.163 -0.076
O -1.627 3.882 -0.023 -0.531
C -2.145 2.547 -0.304 -0.084
H -0.898 0.965 -1.292 0.212
H -1.772 2.041 -2.346 0.214
H 0.104 3.560 -2.398 0.206
H 1.023 2.383 -1.378 0.213
H 0.191 4.856 -0.196 0.201
H 0.242 3.167 0.617 0.155
H -3.200 2.656 -0.554 0.201
H -2.067 1.886 0.643 0.170
C 4.823 -1.525 2.796 -0.384
Cl 3.946 -2.256 4.192 -0.056
Cl 5.107 -2.621 1.479 0.004
H 4.302 -0.688 2.454 0.219
H 5.746 -1.120 3.139 0.215
C 1.315 -0.432 0.623 -0.378
Cl 2.824 0.616 0.437 -0.096
Cl 1.633 -2.119 0.574 0.015
H 0.740 -0.172 1.464 0.240
H 0.843 -0.283 -0.346 0.224
C -3.093 -1.950 0.236 -0.396
Cl -3.420 -0.235 0.410 -0.013
Cl -2.216 -2.160 -1.296 -0.034
H -2.490 -2.365 1.035 0.228
H -4.016 -2.531 0.149 0.222

=====

# 3
67
Properties=species:S:1:pos:R:3:nbo_charge:R:1 method="wB97M-V/def2-TZVPD" orbital_gap_ev="10.78 / 7.21" de_lowest_ev=3.898 total_charge=+1 spin_multiplicity=3
Pd 0.652 -0.802 -1.711 1.350
F 5.416 -1.227 -3.943 -0.287
C 4.114 -1.584 -3.887 0.706
F 3.781 -2.389 -4.956 -0.307
F 3.962 -2.325 -2.807 -0.300
S 3.040 -0.157 -3.840 2.234
O 3.434 0.659 -2.693 -0.914
O 3.067 0.418 -5.143 -0.870
N 1.612 -0.949 -3.508 -1.248
S 0.340 -0.841 -4.544 1.391
O -0.449 2.995 0.428 -0.580
O -0.837 -0.760 -3.582 -0.930
C 0.169 -2.740 -5.019 0.807
F 0.871 -2.800 -6.173 -0.314
F 0.702 -3.524 -4.097 -0.294
F -1.117 -3.125 -5.278 -0.300
C -3.856 -2.225 -1.138 -0.651
C -3.603 -0.956 -0.412 0.112
C -4.759 -0.068 -0.029 -0.632
O -2.950 -1.338 0.950 -0.835
P -1.383 -1.109 0.984 2.459
O -0.675 -1.698 -0.238 -1.173
C -1.185 0.660 1.312 -1.260
P -0.038 1.541 0.273 2.444
O -0.069 1.263 -1.223 -1.088
O 1.387 1.326 0.897 -0.840
C 2.651 1.332 0.040 0.082
C 3.649 2.261 0.636 -0.635
C 3.210 -0.065 0.060 -0.604
O -0.288 3.374 1.800 -0.256
C -0.801 4.742 1.840 0.074
C 0.087 5.432 2.759 -0.636
C -2.206 4.707 2.460 -0.618
O -0.806 -1.807 2.251 -0.845
C -0.521 -3.259 2.442 0.117
C 0.992 -3.476 2.393 -0.625
C -1.056 -3.590 3.805 -0.628
H -4.197 -2.078 -2.158 0.243
H -4.733 -2.816 -0.717 0.225
H -2.947 -2.881 -1.096 0.242
H -2.861 -0.395 -1.027 0.195
H -5.532 -0.661 0.484 0.230
H -5.137 0.351 -0.911 0.231
H -4.519 0.776 0.601 0.217
H -0.831 0.714 2.343 0.332
H -2.156 1.102 1.155 0.302
H 2.432 1.554 -0.998 0.238
H 3.788 2.147 1.784 0.236
H 3.382 3.274 0.423 0.226
H 4.603 2.058 0.070 0.238
H 3.135 -0.616 0.995 0.234
H 4.284 -0.061 -0.178 0.254
H 2.706 -0.757 -0.613 0.154
H -0.670 5.076 0.801 0.217
H -0.141 5.210 3.822 0.217
H -0.113 6.503 2.614 0.237
H 1.127 5.233 2.578 0.231
H -2.061 4.488 3.490 0.217
H -2.852 3.958 1.930 0.209
H -2.711 5.555 2.269 0.225
H -0.995 -3.867 1.691 0.198
H 1.457 -2.934 3.236 0.218
H 1.338 -3.078 1.425 0.214
H 1.212 -4.529 2.500 0.234
H -0.561 -2.978 4.543 0.222
H -0.811 -4.671 3.972 0.227
H -2.171 -3.572 3.861 0.231

=====

# 4
51
Properties=species:S:1:pos:R:3:nbo_charge:R:1 method="wB97M-V/def2-TZVPD" orbital_gap_ev=10.00 de_lowest_ev=0.333 total_charge=+1 smiles="CCCCCCCCCC[N@@+]1(C)[C@H](F)CO[C@@H]1CON=O"
C -0.871 1.422 -4.549 -0.608
C -0.730 1.679 -3.051 -0.376
C -2.065 1.698 -2.316 -0.397
C -1.863 2.036 -0.813 -0.396
C -2.488 0.991 0.103 -0.388
C -2.456 1.355 1.612 -0.419
C -1.698 0.362 2.528 -0.404
C -0.357 0.857 3.079 -0.383
C 0.791 1.105 2.065 -0.447
C 1.863 0.002 2.061 -0.199
N 2.031 -0.724 0.732 -0.249
C 2.741 0.131 -0.258 -0.430
C 2.749 -1.980 1.153 0.342
F 3.540 -2.528 0.186 -0.326
C 1.568 -2.963 1.431 -0.136
O 0.388 -2.166 1.200 -0.489
C 0.767 -1.315 0.182 0.228
C 0.888 -2.042 -1.175 -0.148
O -0.387 -2.566 -1.437 -0.418
N -0.458 -3.942 -1.018 0.383
O -1.423 -4.154 -0.419 -0.182
H -1.089 2.343 -5.076 0.216
H 0.090 1.084 -4.929 0.206
H -1.615 0.666 -4.764 0.211
H -0.135 0.865 -2.635 0.154
H -0.223 2.619 -2.844 0.198
H -2.708 2.449 -2.759 0.211
H -2.534 0.722 -2.424 0.199
H -2.372 2.977 -0.630 0.214
H -0.798 2.192 -0.638 0.170
H -2.082 -0.003 -0.053 0.181
H -3.530 0.931 -0.198 0.215
H -2.135 2.381 1.773 0.204
H -3.497 1.315 1.915 0.222
H -2.328 0.231 3.405 0.223
H -1.629 -0.624 2.083 0.204
H 0.006 0.075 3.745 0.196
H -0.482 1.752 3.673 0.222
H 0.429 1.356 1.076 0.220
H 1.301 1.997 2.415 0.239
H 1.693 -0.708 2.860 0.232
H 2.840 0.431 2.238 0.225
H 2.014 0.592 -0.910 0.240
H 3.289 0.922 0.232 0.242
H 3.441 -0.445 -0.849 0.255
H 3.412 -1.774 1.984 0.207
H 1.574 -3.216 2.482 0.235
H 1.647 -3.785 0.734 0.229
H 0.128 -0.467 -0.036 0.241
H 1.115 -1.316 -1.950 0.216
H 1.649 -2.818 -1.215 0.215

=====

# 5
51
Properties=species:S:1:pos:R:3:nbo_charge:R:1 method="wB97M-V/def2-TZVPD" orbital_gap_ev=6.62 total_charge=0 smiles="CC[C@@H](F)[C@]1(C(=O)[O-])CC[NH2+]C[C@]1(CCCCN)CNC"
C 0.627 3.294 -3.146 -0.623
C 1.455 2.293 -2.092 -0.444
C 0.408 1.401 -1.185 0.211
F -0.962 1.908 -1.578 -0.433
C 0.557 -0.238 -1.392 -0.195
C 2.138 -0.753 -1.391 0.724
O 3.147 -0.075 -0.776 -0.702
O 2.585 -2.049 -2.000 -0.826
C 0.002 -0.503 -2.948 -0.438
C -1.477 -1.198 -3.019 -0.261
N -1.691 -2.373 -2.095 -0.546
C -0.624 -2.561 -1.042 -0.281
C -0.211 -1.137 -0.258 0.032
C 0.702 -1.632 1.006 -0.449
C 1.412 -0.470 1.899 -0.432
C 1.099 -0.831 3.501 -0.417
C 1.689 0.283 4.548 -0.229
N 0.719 1.442 4.602 -0.850
C -1.634 -0.548 0.287 -0.259
N -1.565 0.600 1.254 -0.644
C -2.959 1.182 1.422 -0.433
H 0.112 4.197 -2.610 0.219
H 1.481 3.760 -3.838 0.207
H -0.073 2.694 -3.879 0.201
H 2.174 1.666 -2.769 0.241
H 2.064 3.027 -1.392 0.232
H 0.552 1.750 -0.071 0.221
H -0.097 0.519 -3.559 0.256
H 0.726 -1.171 -3.585 0.275
H -1.739 -1.515 -4.132 0.234
H -2.277 -0.355 -2.748 0.234
H -2.650 -2.290 -1.642 0.440
H -1.741 -3.269 -2.666 0.441
H 0.310 -3.169 -1.399 0.310
H -1.125 -3.221 -0.182 0.219
H 1.522 -2.453 0.725 0.275
H -0.043 -2.211 1.738 0.200
H 2.583 -0.523 1.793 0.262
H 1.028 0.621 1.729 0.216
H 1.563 -1.890 3.795 0.215
H -0.076 -0.972 3.649 0.185
H 1.750 -0.196 5.632 0.191
H 2.782 0.562 4.234 0.182
H 1.178 2.300 4.996 0.361
H 0.507 1.671 3.605 0.349
H -2.398 -0.235 -0.568 0.198
H -2.173 -1.446 0.859 0.164
H -1.305 0.216 2.195 0.366
H -3.647 0.295 1.814 0.162
H -2.985 2.007 2.274 0.225
H -3.420 1.595 0.405 0.213

=====

# 6
59
Properties=species:S:1:pos:R:3:nbo_charge:R:1 method="wB97M-V/def2-TZVPD" orbital_gap_ev=10.31 total_charge=+2
Ga -0.507 0.247 0.089 1.629
N 0.079 0.307 2.083 -0.912
C -0.414 1.522 2.779 -0.233
C -1.843 1.775 2.334 -0.243
N -1.952 1.709 0.853 -0.685
C -1.845 2.991 0.121 -0.239
C -0.392 3.267 -0.212 -0.234
N 0.168 2.044 -0.839 -0.880
H 1.073 0.184 2.242 0.422
H -0.385 -0.530 2.456 0.450
H -0.386 1.402 3.859 0.242
H 0.239 2.353 2.524 0.208
H -2.482 0.994 2.746 0.232
H -2.196 2.731 2.718 0.234
H -2.852 1.307 0.629 0.416
H -2.411 2.885 -0.804 0.230
H -2.275 3.816 0.687 0.233
H -0.308 4.125 -0.873 0.242
H 0.185 3.481 0.684 0.211
H -0.160 1.966 -1.799 0.426
H 1.181 2.101 -0.897 0.424
C 2.159 -5.682 0.128 -0.676
C 2.479 -4.256 -0.137 0.376
N 3.655 -3.749 -0.306 -0.198
N 3.415 -2.420 -0.529 -0.328
C 2.138 -2.084 -0.492 0.287
S 1.577 -0.485 -0.789 -0.223
N 1.518 -3.253 -0.251 -0.208
N 0.140 -3.376 -0.128 -0.627
H 3.088 -6.227 0.259 0.284
H 1.613 -6.119 -0.711 0.255
H 1.556 -5.795 1.030 0.246
H 4.188 -1.799 -0.707 0.450
H -0.220 -3.884 -0.927 0.393
H -0.077 -3.877 0.724 0.388
C -1.972 -3.385 -2.578 -0.627
C -3.218 -2.499 -2.623 -0.363
C -3.581 -1.869 -1.266 -0.267
C -4.858 -1.001 -1.429 -0.371
C -5.395 -0.360 -0.151 -0.609
C -3.899 -2.972 -0.257 0.714
O -4.676 -3.850 -0.504 -0.513
N -3.276 -2.915 1.004 -0.663
C -2.270 -2.059 1.373 0.816
O -1.749 -2.080 2.475 -0.621
N -1.871 -1.157 0.401 -0.829
C -2.441 -1.022 -0.799 0.756
O -1.908 -0.106 -1.488 -0.704
H -1.825 -3.884 -3.533 0.253
H -2.066 -4.168 -1.817 0.196
H -1.073 -2.787 -2.382 0.192
H -4.084 -3.074 -2.946 0.251
H -3.071 -1.684 -3.331 0.233
H -5.614 -1.667 -1.842 0.250
H -4.640 -0.244 -2.183 0.228
H -5.631 -1.101 0.615 0.222
H -6.315 0.183 -0.364 0.254
H -4.697 0.362 0.286 0.163
H -3.579 -3.597 1.686 0.449

=====

# 7
50
Properties=species:S:1:pos:R:3:nbo_charge:R:1 method="wB97M-V/def2-TZVPD" orbital_gap_ev=7.30 total_charge=+1 smiles=CCCCCCCCCCCCCc1nc(NI)[nH][nH+]1
C 0.228 -4.199 -1.070 -0.619
C -0.540 -3.005 -0.338 -0.401
C -2.071 -3.502 -0.138 -0.411
C -2.765 -2.486 0.900 -0.398
C -3.773 -1.491 0.108 -0.398
C -2.968 -0.347 -0.705 -0.429
C -3.847 0.991 -0.638 -0.398
C -2.966 2.331 -0.578 -0.413
C -2.195 2.542 0.803 -0.414
C -0.703 1.977 0.843 -0.415
C 0.193 2.335 -0.430 -0.419
C 1.609 2.988 -0.096 -0.399
C 2.432 2.262 1.063 -0.470
C 3.590 1.312 0.563 0.483
N 3.595 0.187 -0.304 -0.449
C 5.006 -0.177 -0.235 0.567
N 5.612 -1.207 -0.831 -0.760
I 7.588 -1.726 -0.669 0.459
N 5.754 0.696 0.595 -0.406
N 4.882 1.636 1.097 -0.388
H -0.227 -4.372 -2.091 0.216
H 1.325 -3.907 -1.214 0.191
H 0.231 -5.117 -0.402 0.214
H -0.585 -2.040 -0.934 0.200
H -0.111 -2.800 0.698 0.194
H -2.654 -3.472 -1.112 0.207
H -2.072 -4.537 0.351 0.209
H -1.970 -1.799 1.354 0.186
H -3.322 -3.031 1.721 0.214
H -4.465 -1.066 0.899 0.204
H -4.419 -2.097 -0.622 0.206
H -2.897 -0.685 -1.784 0.211
H -1.909 -0.207 -0.325 0.193
H -4.645 0.978 0.182 0.208
H -4.416 1.047 -1.633 0.211
H -2.313 2.350 -1.503 0.201
H -3.717 3.194 -0.681 0.218
H -2.783 1.946 1.590 0.215
H -2.228 3.624 1.180 0.217
H -0.671 0.854 1.039 0.210
H -0.202 2.455 1.762 0.194
H -0.357 3.086 -1.098 0.228
H 0.376 1.385 -1.048 0.214
H 2.245 2.922 -1.049 0.220
H 1.505 4.111 0.109 0.231
H 2.942 3.093 1.669 0.229
H 1.808 1.678 1.806 0.268
H 5.020 -1.814 -1.418 0.453
H 6.740 0.712 0.859 0.454
H 5.108 2.395 1.753 0.459

=====

# 8
52
Properties=species:S:1:pos:R:3:nbo_charge:R:1 method="wB97M-V/def2-TZVPD" orbital_gap_ev=7.42 de_lowest_ev=0.000 total_charge=+1
C 1.818 -0.141 -0.849 -0.599
C 0.577 -0.682 -1.574 -0.224
C 1.004 -1.467 -2.813 -0.623
C -0.135 -1.578 -0.536 -0.257
N -1.023 -2.608 -1.121 -0.263
C -2.183 -2.219 -1.693 -0.023
P -2.842 -0.484 -1.697 0.808
S -4.613 -0.525 -0.921 -0.481
C -3.019 -3.141 -2.303 -0.195
C -2.671 -4.473 -2.323 -0.093
C -1.503 -4.856 -1.691 -0.197
C -0.679 -3.921 -1.082 -0.115
P 0.821 -4.545 -0.207 1.791
O 0.791 -6.128 -0.432 -0.971
O 2.082 -4.130 -1.063 -0.978
S 0.862 -4.070 1.639 -0.473
H 2.487 -0.974 -0.660 0.215
H 2.282 0.612 -1.474 0.233
H 1.500 0.301 0.091 0.217
H -0.038 0.166 -1.863 0.202
H 1.478 -0.784 -3.510 0.239
H 0.152 -1.938 -3.299 0.193
H 1.751 -2.206 -2.552 0.224
H -0.748 -0.972 0.123 0.239
H 0.620 -2.031 0.089 0.262
H -2.002 0.346 -0.951 0.007
H -2.828 0.017 -3.010 0.016
H -3.943 -2.828 -2.761 0.273
H -3.306 -5.197 -2.802 0.255
H -1.235 -5.898 -1.671 0.255
H 0.075 -6.484 0.114 0.524
H 2.399 -4.873 -1.601 0.534
C 1.312 6.207 2.504 -0.611
C 0.961 4.974 3.332 -0.399
C 1.607 3.690 2.815 -0.398
C 1.187 3.285 1.402 -0.395
C -0.312 3.082 1.193 -0.398
C -0.896 1.958 2.048 -0.612
H 0.960 6.119 1.475 0.196
H 0.854 7.100 2.931 0.217
H 2.392 6.364 2.481 0.205
H -0.126 4.859 3.376 0.191
H 1.291 5.134 4.361 0.209
H 1.386 2.876 3.512 0.199
H 2.695 3.807 2.830 0.206
H 1.704 2.355 1.141 0.187
H 1.544 4.035 0.691 0.207
H -0.479 2.849 0.135 0.184
H -0.859 4.006 1.388 0.209
H -0.387 1.010 1.841 0.178
H -1.959 1.828 1.834 0.210
H -0.804 2.169 3.113 0.219